1.
124
Properties=species:S:1:pos:R:3:forces:R:3:mulliken_spin:R:1 method="wB97M-V/def2-TZVPD" spin_multiplicity=2 max_force_ha_per_bohr=0.058 gap_ev="7.0 / 8.1" charge=+1 energy_ev=-176643.869 mol_weight_g_mol=1078.13
V 0.32110 0.40478 -0.01403 0.4 2.0 0.2 1.766
S 0.07925 2.63810 -0.96929 0.4 0.4 0.1 -0.079
P -1.59210 1.71970 -1.55810 -0.8 0.5 0.4 -0.013
C -1.24353 0.06075 -1.06381 -0.5 0.1 -1.0 -0.499
P -1.52799 -1.06430 -2.42177 -0.1 -0.8 0.0 0.063
S 0.04113 -1.12557 -3.58150 0.1 0.0 -0.5 -0.077
C -1.98147 -2.74385 -1.87234 0.1 0.4 0.0 0.023
C -2.64297 -3.56498 -2.77943 -0.1 0.1 -0.1 -0.006
C -2.91919 -4.87675 -2.44555 0.0 0.0 -0.1 0.000
C -2.51330 -5.37862 -1.21912 0.0 -0.1 0.1 -0.001
C -1.83004 -4.57024 -0.32564 -0.1 0.0 0.1 0.000
C -1.57006 -3.24896 -0.64977 -0.2 0.3 -0.1 -0.020
C -3.00378 -0.60555 -3.38633 0.3 -0.1 0.2 -0.012
C -4.24204 -0.56640 -2.76076 0.1 -0.1 0.0 -0.007
C -5.36980 -0.27648 -3.50335 -0.2 0.0 0.1 -0.003
C -5.26319 -0.02731 -4.86261 -0.1 0.0 0.0 0.000
C -4.02742 -0.07806 -5.48454 0.0 -0.1 0.0 -0.001
C -2.89583 -0.38105 -4.75162 0.0 -0.1 0.0 -0.002
C -2.01737 2.21452 -3.25701 0.3 -0.1 0.2 0.002
C -3.31493 2.58744 -3.59751 0.0 0.1 0.1 0.004
C -3.58778 2.98894 -4.89238 0.0 0.1 0.0 0.001
C -2.57959 3.00854 -5.84361 0.0 0.0 0.0 0.000
C -1.28699 2.64249 -5.50255 0.0 0.0 0.0 0.000
C -1.00100 2.25100 -4.20675 0.1 0.0 0.1 0.003
C -2.97759 2.37217 -0.59262 0.1 -0.2 -0.1 0.009
C -3.85569 1.49942 0.03073 0.2 0.0 -0.2 -0.036
C -4.94742 1.99933 0.71610 -0.1 0.0 0.1 -0.001
C -5.14796 3.36857 0.78724 0.0 0.0 0.0 0.000
C -4.24480 4.24525 0.19932 0.0 0.1 0.0 -0.001
C -3.15819 3.74882 -0.49827 0.0 -0.1 -0.1 0.004
H -2.95514 -3.16777 -3.73632 0.0 0.0 0.0 0.000
H -3.45904 -5.50265 -3.14009 0.0 -0.1 -0.1 0.000
H -2.73938 -6.40040 -0.95511 0.0 -0.1 0.0 0.000
H -1.50053 -4.96931 0.62396 0.0 0.0 0.1 0.000
H -1.05867 -2.58224 0.02742 0.0 -0.2 0.0 0.019
H -4.31400 -0.79996 -1.70727 -0.1 0.0 0.1 0.006
H -6.33345 -0.25458 -3.02231 -0.2 0.0 0.1 0.000
H -6.14808 0.19604 -5.43863 -0.1 0.0 -0.1 0.000
H -3.94142 0.11267 -6.54222 0.0 0.0 -0.2 0.000
H -1.92869 -0.45629 -5.22961 0.0 0.1 0.0 0.001
H -4.10860 2.55958 -2.86319 0.0 0.0 0.0 0.000
H -4.59253 3.28031 -5.15917 -0.1 0.0 0.0 0.000
H -2.80622 3.31342 -6.85411 0.0 0.0 -0.1 0.000
H -0.50479 2.66269 -6.24674 0.1 0.0 0.0 0.000
H 0.00671 1.97382 -3.92269 0.0 0.0 0.0 0.001
H -3.65959 0.43772 -0.02993 -0.1 -0.1 0.1 -0.033
H -5.63703 1.32072 1.19579 -0.1 0.0 0.0 -0.001
H -6.01348 3.75725 1.30220 0.0 0.0 0.1 0.000
H -4.38913 5.31325 0.29181 0.0 0.0 0.0 0.000
H -2.44358 4.41215 -0.97430 -0.1 0.1 0.0 -0.001
O 2.55339 0.53950 1.09827 -1.4 0.0 -0.1 0.052
S 4.01198 0.80424 1.03159 1.6 -0.1 0.8 0.003
C 4.37828 2.27141 2.13941 0.0 -0.2 -0.5 0.000
C 3.14664 2.85779 2.73329 -0.2 0.1 0.0 -0.003
C 2.31923 3.67176 1.96679 0.0 -0.1 0.1 0.003
C 1.19744 4.25497 2.52582 0.0 0.1 -0.1 -0.003
C 0.89062 4.02964 3.85807 0.0 0.0 0.0 0.001
C 1.70687 3.21571 4.62565 0.0 0.1 0.1 0.001
C 2.82770 2.62995 4.06635 0.1 0.0 -0.1 -0.002
C 4.79715 -0.50816 2.09925 -0.3 0.5 -0.3 0.001
C 4.37520 -0.47099 3.52762 0.0 0.0 0.1 0.001
C 5.29094 -0.16233 4.52863 0.0 0.0 -0.1 0.000
C 4.90242 -0.15371 5.85711 0.0 0.0 0.1 0.000
C 3.58745 -0.42895 6.19445 0.0 0.0 0.1 0.000
C 2.66655 -0.72045 5.20065 0.0 -0.1 0.0 0.001
C 3.05809 -0.75406 3.87469 0.0 -0.1 -0.1 0.004
H 4.87097 2.97973 1.47359 0.1 0.0 0.0 0.000
H 5.07682 1.94692 2.90634 0.1 0.0 0.0 0.000
H 2.56899 3.87725 0.93406 0.0 0.1 -0.1 0.002
H 0.58018 4.90696 1.92520 -0.1 0.0 0.0 0.001
H 0.02652 4.49873 4.30292 -0.1 0.1 0.0 0.000
H 1.49047 3.05669 5.67159 -0.1 0.0 0.1 0.000
H 3.46961 2.01177 4.67669 0.1 -0.1 0.0 0.000
H 5.86973 -0.35832 1.98136 0.1 0.0 -0.1 0.000
H 4.51033 -1.44930 1.63099 0.1 0.1 -0.1 0.000
H 6.31776 0.05029 4.26749 0.1 0.0 0.0 0.000
H 5.62856 0.06319 6.62629 0.0 0.0 0.1 0.000
H 3.28291 -0.41885 7.23007 0.0 0.0 0.1 0.000
H 1.63970 -0.92967 5.46170 -0.1 0.0 0.0 0.000
H 2.34730 -0.99174 3.09740 -0.1 0.0 0.0 -0.004
C 3.68669 -1.94286 -0.92898 -0.4 0.4 0.3 0.004
S 2.19702 -2.07759 0.12336 1.9 -2.2 -0.4 -0.032
O 1.10920 -1.26809 -0.51187 -0.7 -0.1 -0.6 0.001
C 1.88135 -3.75435 -0.50282 0.0 0.3 0.2 0.001
C 2.37489 -4.84631 0.18838 0.1 0.1 0.1 -0.001
C 2.19773 -6.11308 -0.34162 0.0 0.0 0.0 0.000
C 1.54971 -6.27596 -1.55556 0.0 -0.1 0.0 0.000
C 1.08005 -5.17259 -2.24687 0.0 0.0 0.0 0.000
C 1.24468 -3.90445 -1.71966 0.0 0.2 -0.1 0.010
H 3.41849 -2.14509 -1.95856 -0.1 -0.1 -0.1 0.000
H 4.37214 -2.69912 -0.55862 0.0 -0.2 0.1 0.000
H 4.12800 -0.95639 -0.84144 0.0 0.1 0.0 -0.001
H 2.90026 -4.71338 1.12245 0.0 0.0 0.1 0.000
H 2.57140 -6.96894 0.19616 0.1 -0.1 0.1 0.000
H 1.41896 -7.26644 -1.96346 0.0 -0.1 0.0 0.000
H 0.59228 -5.28750 -3.20259 -0.1 0.0 -0.1 0.000
H 0.89248 -3.03734 -2.25817 -0.1 0.1 -0.1 -0.010
N 3.05920 2.00943 -1.65038 0.2 0.2 -0.2 0.003
C 4.06355 2.22060 -2.52407 0.1 -0.1 -0.1 0.000
C 4.03244 1.17638 -3.41672 0.1 0.1 0.1 0.000
C 2.94849 0.38738 -3.00483 0.2 0.3 0.0 -0.003
N 2.36953 0.90407 -1.93792 -0.5 -0.3 0.4 0.017
H 2.71976 2.62951 -0.92832 0.0 -0.1 -0.2 -0.005
H 4.71724 3.06683 -2.45690 0.1 0.2 0.1 0.000
H 4.68456 0.99221 -4.24558 0.1 0.1 -0.2 0.000
H 2.56109 -0.49600 -3.46855 -0.1 -0.2 0.0 0.001
C -2.23861 2.31489 2.87654 0.0 -0.2 -0.2 -0.007
C -1.55813 0.94958 2.71904 -0.4 -0.1 0.1 0.075
C -1.28202 0.42301 4.13711 -0.2 0.0 -0.3 -0.012
C -0.29055 1.07889 1.87072 0.1 -0.2 0.0 -0.144
H -3.22775 2.20692 3.31776 -0.1 0.0 0.1 -0.001
H -2.34202 2.81980 1.91918 0.0 0.1 0.0 0.002
H -1.64256 2.94722 3.52975 0.1 0.1 0.1 0.002
H -2.26574 0.26281 2.23041 0.1 0.1 0.1 -0.028
H -0.55875 1.06508 4.63828 0.1 0.0 0.1 0.002
H -0.90827 -0.59626 4.13484 0.1 0.0 0.1 0.000
H -2.20236 0.43096 4.72179 0.0 0.0 0.1 0.001
H -0.17891 2.12936 1.58395 0.2 -0.1 0.0 -0.019
H 0.58744 0.81911 2.47198 0.2 0.0 -0.1 -0.019
Cl 0.67064 -4.61328 2.89793 -0.2 0.1 0.2 0.000
C -0.35522 -3.21052 3.24089 0.1 -0.1 -0.1 0.000
Cl -0.00213 -1.87534 2.09976 -0.5 -0.7 0.9 -0.002
H -0.14024 -2.87565 4.25594 -0.1 0.1 -0.3 0.000
H -1.39865 -3.50563 3.12136 0.2 0.1 0.0 0.000

***

2.
22
Properties=species:S:1:pos:R:3:forces:R:3:nbo_charge:R:1 method="wB97M-V/def2-TZVPD" max_force_ha_per_bohr=0.063 smiles="COc1cc(=O)cc(C)n1C" gap_ev=8.8 energy_ev=-14058.336 mol_weight_g_mol=153.18
C -1.88541 -0.12480 -2.76583 1.2 1.5 -0.1 -0.242
O -0.99795 -0.70862 -1.82193 1.2 -0.5 1.4 -0.509
C -0.66763 -0.01627 -0.66960 -0.2 0.7 0.2 0.546
C -1.23896 1.18091 -0.33519 0.5 -1.3 -0.3 -0.442
C -0.82162 1.92859 0.81783 0.4 -1.4 -0.5 0.458
O -1.36451 2.96061 1.11524 -0.8 2.0 0.7 -0.615
C 0.27249 1.36362 1.56820 1.0 -0.9 0.0 -0.337
C 0.82095 0.11721 1.30298 -1.6 2.8 -0.3 0.233
C 1.97909 -0.29293 2.19060 0.3 0.1 -0.4 -0.649
N 0.31470 -0.58881 0.17816 0.8 -0.8 0.0 -0.401
C 0.97778 -1.86670 -0.21078 -0.4 0.2 -0.4 -0.410
H -2.83959 0.01190 -2.34037 -1.3 0.2 0.6 0.183
H -1.98005 -0.78002 -3.61737 0.3 -0.3 -0.1 0.203
H -1.51174 0.88569 -3.09533 -0.2 -1.0 0.2 0.188
H -2.04707 1.61265 -0.88269 -0.2 0.1 -0.5 0.233
H 0.68040 2.06093 2.31700 -0.1 -0.8 -0.1 0.225
H 2.84993 -0.48827 1.55941 0.1 -0.3 0.1 0.220
H 1.75830 -1.18715 2.79121 0.1 0.3 -0.1 0.226
H 2.28863 0.57535 2.84698 -0.7 -1.1 -0.7 0.246
H 1.54735 -2.33650 0.59794 -0.2 0.6 0.1 0.217
H 0.21358 -2.59530 -0.47623 0.0 0.1 -0.2 0.220
H 1.65133 -1.71209 -1.07023 -0.3 -0.1 0.3 0.206

***

3.
24
Properties=species:S:1:pos:R:3:forces:R:3:nbo_charge:R:1 method="wB97M-V/def2-TZVPD" max_force_ha_per_bohr=0.091 smiles="C1=CCC=C1.CCCC=[Se]" gap_ev="7.9 / 7.9" energy_ev=-74902.608 mol_weight_g_mol=201.17
C -1.52640 -1.09379 0.62055 3.5 -3.1 -0.3 -0.242
C -1.88691 -0.97178 -0.64986 0.4 1.0 -0.1 -0.173
C -2.93668 0.09874 -0.75816 -0.1 -1.6 -3.0 -0.515
C -3.07315 0.50820 0.60089 -1.5 1.8 2.1 -0.186
C -2.33154 -0.28640 1.38145 -1.3 1.8 4.1 -0.239
H -0.57388 -1.64351 0.98959 -2.1 0.6 -0.6 0.220
H -1.39050 -1.45155 -1.42589 0.4 -0.7 -1.5 0.202
H -2.66464 0.93123 -1.46721 -0.5 -1.0 0.4 0.258
H -3.80408 -0.57882 -1.14259 0.7 1.7 0.5 0.266
H -3.64897 1.39515 0.94143 0.2 -1.0 -0.3 0.221
H -2.35494 -0.31420 2.50312 0.2 0.4 -1.2 0.218
C 3.27310 0.84174 0.68801 2.8 -3.1 -0.4 -0.598
C 2.33962 -0.41083 0.41849 2.6 0.4 0.0 -0.417
C 1.51936 -0.40367 -0.81523 -1.1 -1.3 -2.3 -0.509
C 0.53569 0.70853 -1.05794 -1.3 0.6 -1.6 -0.312
Se 0.11213 2.13716 -0.09187 0.2 -0.7 -0.1 0.080
H 4.29708 0.75874 0.21014 -1.2 0.1 -0.1 0.194
H 3.56814 0.92993 1.73993 -0.6 -0.2 0.0 0.210
H 2.79475 1.69460 0.38753 -1.0 2.2 -0.7 0.214
H 1.78565 -0.27971 1.27699 -2.0 -0.8 1.8 0.214
H 2.89021 -1.38425 0.42284 -0.3 0.9 0.4 0.210
H 0.93856 -1.42303 -0.98680 0.9 1.9 0.6 0.238
H 2.19484 -0.44754 -1.71510 -0.5 0.3 0.6 0.237
H -0.05742 0.68507 -2.07030 1.4 -0.4 1.9 0.209

***

Energy relative to the best compared isomer or geometry (same formula, charge and spin) for every record listed, in sequence, given in kJ/mol: 0.0; 168.7; 174.7.